Density functional theory data (ωB97M-V with the def2-TZVPD basis set) for a cluster of 2 separate species, C27H44N4OP in total in a non-equilibrium geometry.

The net charge is +1. The calculation puts the total energy at -1690.57503 Eh.

XYZ file:
```
77
Properties=species:S:1:pos:R:3:forces:R:3
C -3.8250 -2.4755 0.6009 0.117 -0.127 -0.360
N -3.8430 -1.5042 1.6978 -0.082 1.105 0.890
C -3.1994 -0.2811 1.8375 -2.071 -1.013 1.832
C -2.3159 0.3320 0.8494 1.520 2.517 -1.134
C -1.8561 -0.4418 -0.2765 0.317 -0.385 -0.981
C -1.5641 0.1319 -1.4770 -0.641 -0.239 1.233
C -1.2638 -0.6023 -2.6784 0.288 -0.632 -0.826
C -1.5571 -0.0474 -3.9375 0.014 0.048 0.879
C -1.3863 -0.7794 -5.0873 0.009 -0.193 -0.270
C -0.8921 -2.0706 -5.0239 -0.016 0.015 -0.030
C -0.5739 -2.6312 -3.7979 0.045 -0.127 -0.080
C -0.7630 -1.9162 -2.6397 -0.174 0.567 0.140
O -1.9983 1.5304 0.9270 -0.511 -1.808 0.008
N -3.6777 0.2904 3.0085 -0.148 -1.330 -0.695
C -3.3084 1.6044 3.6531 0.463 1.192 0.308
C -4.0098 1.7485 5.0103 -0.192 -0.646 -0.247
C -3.7528 2.7596 2.7523 -0.190 -0.084 -0.417
C -1.7947 1.6282 3.8686 0.159 -0.379 -0.221
C -4.5804 -0.5960 3.5760 0.424 0.341 -0.469
C -4.6770 -1.6850 2.7793 0.371 0.344 -0.360
H -4.6959 -3.1249 0.6588 -0.049 0.188 0.309
H -3.8597 -1.9667 -0.3586 0.038 0.004 0.071
H -2.9378 -3.1012 0.6642 0.056 0.042 -0.030
H -1.8033 -1.5098 -0.1887 0.094 -0.167 0.014
H -1.7055 1.1961 -1.5577 0.026 0.346 -0.051
H -1.9716 0.9446 -3.9870 -0.019 0.286 -0.017
H -1.6576 -0.3567 -6.0388 -0.002 0.123 -0.182
H -0.7631 -2.6450 -5.9255 0.041 -0.074 -0.161
H -0.1847 -3.6334 -3.7502 0.091 -0.194 0.006
H -0.5132 -2.3618 -1.6930 0.115 -0.112 0.229
H -3.7492 0.9222 5.6707 0.058 0.013 0.150
H -3.7230 2.6772 5.5043 0.121 -0.064 -0.277
H -5.0918 1.7598 4.8853 -0.093 0.099 0.053
H -3.2310 2.7256 1.8001 -0.152 0.171 0.263
H -4.8202 2.6999 2.5463 -0.171 0.040 0.151
H -3.5412 3.7236 3.2144 -0.005 -0.143 0.202
H -1.2775 1.5688 2.9137 0.070 0.148 0.196
H -1.4808 2.5425 4.3725 -0.186 -0.018 -0.028
H -1.4829 0.7763 4.4712 -0.002 -0.024 0.182
H -5.1474 -0.4354 4.4757 0.289 0.297 0.016
H -5.3134 -2.5402 2.9320 0.152 -0.104 -0.289
C 3.2571 -3.0900 1.2368 -0.034 0.244 -0.046
C 2.8408 -1.6128 1.1599 0.514 -0.810 -0.342
C 1.3099 -1.5199 1.0575 0.045 -0.084 0.183
C 3.3203 -0.8801 2.4214 0.055 -0.049 -0.231
N 3.5499 -0.9956 -0.0070 -0.459 1.910 0.311
C 3.4586 -1.5240 -1.3867 0.133 -0.828 0.891
C 3.6583 -0.3746 -2.3941 0.438 0.889 -0.653
N 3.8367 0.9026 -1.6679 -0.760 0.095 1.959
C 3.3989 2.2242 -2.2216 0.460 -0.193 -0.808
C 4.0678 2.4087 -3.5927 -0.059 -0.083 0.229
C 3.9010 3.3129 -1.2611 0.056 -0.260 -0.085
C 1.8736 2.3343 -2.3809 0.130 0.177 -0.086
P 2.9514 0.6609 -0.1562 1.492 -1.115 -1.175
H 1.8379 0.1939 -0.8738 -1.116 0.198 0.055
H 4.3425 -3.1769 1.2835 0.017 0.049 -0.004
H 2.8373 -3.5702 2.1205 -0.050 0.017 0.042
H 2.9107 -3.6358 0.3594 -0.027 -0.056 -0.061
H 0.9717 -0.4849 1.0721 -0.077 0.063 0.019
H 0.9437 -1.9886 0.1466 -0.031 -0.033 -0.176
H 0.8431 -2.0274 1.9021 0.038 -0.106 0.105
H 3.0104 0.1639 2.3978 -0.007 0.008 0.131
H 2.9184 -1.3399 3.3227 -0.092 -0.100 0.009
H 4.4087 -0.9013 2.4760 -0.010 -0.043 -0.031
H 4.2271 -2.3011 -1.5103 -0.172 0.212 -0.093
H 2.4870 -2.0150 -1.5277 -0.078 0.101 -0.228
H 4.5530 -0.5414 -3.0118 -0.233 -0.084 0.156
H 2.8095 -0.2945 -3.0851 -0.112 -0.217 0.088
H 3.7152 1.6585 -4.3001 -0.030 -0.036 -0.068
H 3.8477 3.3927 -4.0065 -0.055 0.022 0.026
H 5.1495 2.3103 -3.5039 0.024 -0.016 0.049
H 3.4218 3.2157 -0.2878 -0.004 0.141 0.029
H 4.9763 3.2149 -1.1126 0.007 -0.027 -0.043
H 3.6946 4.3087 -1.6502 -0.085 0.006 -0.096
H 1.3712 2.3056 -1.4152 -0.089 0.065 0.050
H 1.6118 3.2795 -2.8571 0.049 0.041 -0.042
H 1.4764 1.5305 -2.9983 -0.049 -0.122 -0.071
```
Forces are in eV/Å.

Atomic partial charges in e from the Mulliken method, atoms 1 to 2: -0.889, 0.060